{
  "formula": "C38H49N4OPtS2Si",
  "method": "wB97M-V/def2-TZVPD",
  "elements": ["H", "H", "H", "H", "H", "H", "Si", "C", "C", "C", "C", "C", "H", "C", "S", "C", "H", "N", "N", "Pt", "C", "H", "H", "C", "H", "H", "H", "C", "C", "C", "C", "H", "H", "H", "H", "C", "H", "H", "C", "C", "H", "C", "S", "C", "H", "C", "C", "H", "C", "H", "C", "H", "H", "H", "H", "C", "C", "C", "H", "C", "H", "C", "C", "H", "H", "C", "C", "H", "H", "H", "C", "H", "H", "C", "H", "N", "H", "H", "C", "H", "H", "C", "H", "C", "H", "C", "H", "H", "C", "H", "C", "H", "O", "N", "H", "H"],
  "xyz": [[-2.163, 0.771, 4.014], [-2.323, 4.568, -1.357], [-3.241, -3.442, -1.813], [1.538, 2.508, -1.950], [-2.268, -4.282, -7.567], [-5.333, -0.253, -2.677], [3.257, 0.453, -0.912], [5.005, 2.480, -1.990], [4.356, -0.816, -3.253], [4.122, -0.889, 1.435], [-2.460, 0.559, -1.952], [3.128, -2.139, -4.842], [-4.608, -4.654, -6.866], [-3.894, 3.352, -2.160], [-1.534, 1.394, -0.839], [-3.383, 4.340, -1.331], [-3.011, -0.089, -4.655], [-0.224, 1.192, 2.315], [-3.658, -1.498, -2.463], [0.006, -0.322, -0.193], [4.321, -1.576, -4.413], [-0.622, -3.388, -5.950], [-7.146, 3.504, -1.218], [-5.574, 4.733, -0.425], [-0.369, -0.796, 2.498], [1.292, 1.670, 5.363], [-3.251, 2.844, -4.157], [-2.050, -3.210, -4.365], [2.020, -1.167, -2.945], [-0.517, 3.006, 3.831], [-2.576, -4.041, -6.558], [5.811, 2.198, -1.312], [1.042, -2.389, -4.417], [-6.229, 5.275, 0.244], [5.309, -0.410, -2.935], [-1.653, -3.531, -5.652], [2.618, 3.777, -2.543], [4.289, 2.787, 0.654], [-5.252, 3.053, -2.111], [-3.818, -2.960, -2.596], [5.120, 1.930, -2.926], [-1.191, 0.696, 4.506], [-1.701, -1.800, -0.725], [4.538, -0.290, 0.244], [-5.010, -1.346, -4.038], [-0.154, 1.527, 3.756], [-2.674, -0.932, -1.786], [-4.379, 1.030, -4.575], [-6.090, 3.738, -1.246], [0.232, 3.619, 3.323], [6.365, -1.525, 1.995], [7.069, -1.996, 2.668], [-1.487, 3.184, 3.366], [2.001, 1.830, 3.755], [4.659, -1.957, 3.220], [3.526, 3.083, -0.070], [1.244, 1.300, 4.339], [5.014, -1.499, 2.305], [-1.325, -2.823, -3.655], [-2.983, 2.627, -3.124], [5.143, 3.542, -2.224], [-4.222, 5.034, -0.469], [3.206, -0.584, -2.491], [7.861, -0.971, 0.561], [2.547, 2.964, 0.399], [-3.376, -3.393, -3.973], [5.906, -0.341, -0.049], [-5.319, -4.074, -4.575], [-0.908, -0.357, 4.574], [-1.293, 1.062, 5.527], [2.540, 2.702, -2.347], [-3.816, 5.809, 0.168], [1.103, -1.025, -2.380], [3.628, 2.259, -1.360], [2.633, 2.182, -3.304], [0.214, -0.134, 1.998], [3.670, 4.148, -0.285], [-0.563, 3.329, 4.871], [-3.890, -4.242, -6.168], [-5.667, 2.289, -2.760], [1.189, -0.272, 2.258], [6.808, -0.947, 0.813], [6.285, 0.095, -0.964], [1.975, -1.937, -4.100], [-1.950, 2.944, -2.970], [-4.290, -3.912, -4.879], [0.393, 1.809, 1.792], [3.099, -2.735, -5.745], [-4.550, -0.690, -3.302], [3.066, -0.885, 1.676], [-3.743, 0.373, -3.987], [1.509, 0.240, 4.369], [1.810, 0.507, -0.154], [-3.052, 1.167, -2.967], [5.229, -1.736, -4.981], [-4.871, -3.194, -2.435]],
  "lowdin_charge": [0.090, 0.113, 0.085, 0.058, 0.111, 0.141, 0.493, -0.086, -0.085, -0.097, -0.627, -0.084, 0.111, -0.233, 0.766, -0.054, 0.147, -0.063, -0.088, 0.773, -0.074, 0.101, 0.109, -0.071, 0.099, 0.093, 0.137, -0.036, -0.105, -0.040, -0.067, 0.069, 0.076, 0.109, 0.088, -0.063, 0.086, 0.083, -0.040, -0.099, 0.072, -0.043, 0.685, -0.201, 0.133, -0.634, -0.632, 0.136, -0.068, 0.087, -0.084, 0.105, 0.088, 0.091, 0.101, -0.092, -0.038, -0.084, 0.097, -0.113, 0.088, -0.063, -0.200, 0.106, 0.060, -0.223, -0.091, 0.117, 0.076, 0.092, -0.092, 0.110, 0.030, -0.603, 0.080, -0.085, 0.086, 0.092, -0.064, 0.104, 0.067, -0.076, 0.083, -0.085, 0.109, -0.044, 0.096, 0.103, -0.088, 0.066, -0.089, 0.076, -0.524, -0.090, 0.107, 0.138],
  "e_homo_ev": [-10.166, -10.690],
  "energy_ha": -2976.68867,
  "total_charge": 1,
  "spin_multiplicity": 3
}